Record 1
The following is a quantum chemistry calculation of C4H5N2 as an isolated structure, from OMol25.

Cartesian coordinates (Å):
1 N -1.10 0.33 0.13
2 N 1.91 -0.42 0.11
3 C 1.34 0.65 0.42
4 C -0.61 -1.04 0.14
5 C 0.03 0.75 -0.53
6 C 0.62 -0.59 -0.51
7 H -2.03 0.42 -0.26
8 H -1.11 -1.59 -0.72
9 H -0.74 -1.51 1.16
10 H 0.25 1.63 -1.20
11 H 1.43 1.38 1.26

ΔE to the lowest compared entry with this formula, charge and spin: 3.910 eV
LUMO: -6.015 eV
M: 81.1 g mol⁻¹
HOMO: -15.847 eV
net charge: +1
frontier orbital gap: 9.8 eV

Here are the natural (NBO) charges for atoms 1 to 6, given in e: -0.503, -0.211, 0.154, -0.308, -0.076, 0.332

***

Record 2
The following is a quantum chemistry calculation of C11H14CuN9O4S as an isolated structure, from OMol25.

Cartesian coordinates (Å):
1 Cu 0.01 0.33 -1.80
2 S 2.13 -0.98 0.55
3 O 2.85 -2.22 0.65
4 O 2.90 0.23 0.35
5 O -1.68 1.80 -0.14
6 O -1.37 3.90 -0.51
7 N 0.09 -3.12 -0.27
8 N -0.67 -1.60 -1.95
9 N -0.03 4.51 -2.61
10 N 1.30 1.34 -3.60
11 N -0.28 2.33 -1.73
12 N -1.32 -0.10 5.28
13 N 1.03 -0.96 -0.66
14 N 1.03 2.69 -3.55
15 N -1.17 2.71 -0.75
16 C -0.28 0.71 3.26
17 C -0.80 -3.99 -0.71
18 C 0.94 -1.77 2.90
19 C 1.15 -0.75 2.00
20 C -1.55 -2.50 -2.37
21 C 0.55 0.49 2.18
22 C 0.11 -1.56 3.99
23 C 0.22 3.19 -2.59
24 C -0.52 -0.32 4.18
25 C 0.17 -1.95 -0.92
26 C -1.65 -3.75 -1.79
27 H -0.84 -4.93 -0.18
28 H 0.31 5.10 -3.34
29 H -1.97 0.66 5.21
30 H -2.36 -4.48 -2.14
31 H 1.11 0.94 -4.50
32 H 1.47 3.32 -4.19
33 H -2.19 -2.20 -3.19
34 H 1.42 -2.73 2.74
35 H -0.06 -2.35 4.72
36 H -1.69 -0.91 5.75
37 H 2.23 1.10 -3.26
38 H 0.76 1.28 1.46
39 H -0.61 4.85 -1.86
40 H -0.75 1.67 3.40

ΔE to the lowest compared entry with this formula, charge and spin: 0.157 eV
LUMO: -0.166 eV
M: 431.9 g mol⁻¹
HOMO: -7.480 eV
net charge: 0
frontier orbital gap: 7.3 eV

Here are the natural (NBO) charges for atoms 1 to 6, given in e: 0.826, 2.344, -0.946, -0.973, -0.343, -0.461

***

Record 3
The following is a quantum chemistry calculation of a single C4H9N molecule, from OMol25.

Cartesian coordinates (Å):
1 N -0.40 -0.80 1.12
2 C 0.23 1.80 0.76
3 C -0.39 -0.47 -0.31
4 C 0.53 0.29 0.61
5 C 0.04 -1.58 -1.29
6 H -0.84 2.07 0.62
7 H -0.96 -2.08 -1.50
8 H 0.89 2.28 -0.04
9 H 1.58 0.00 0.54
10 H 0.79 -2.19 -0.82
11 H -1.21 -0.36 1.51
12 H 0.61 2.12 1.73
13 H 0.37 -1.03 -2.18
14 H -1.25 -0.05 -0.76

ΔE to the lowest compared entry with this formula, charge and spin: 1.224 eV
structure (SMILES): C[C@H]1N[C@@H]1C
LUMO: 1.168 eV
M: 71.1 g mol⁻¹
HOMO: -9.287 eV
net charge: 0
frontier orbital gap: 10.5 eV

Here are the natural (NBO) charges for atoms 1 to 6, given in e: -0.593, -0.625, -0.081, -0.086, -0.611, 0.213

***

Record 4
The following is a quantum chemistry calculation of a 10-piece molecular cluster, C46H89ClFN2O14PS9 overall, from OMol25.

Cartesian coordinates (Å):
1 Cl 0.43 1.16 6.18
2 S -6.83 -2.38 0.66
3 S 2.28 3.29 -6.78
4 S 6.82 0.01 -5.12
5 S 0.64 -1.49 -7.85
6 S 2.42 6.39 4.89
7 S -3.07 3.19 -6.40
8 S -2.44 -5.40 -2.12
9 S -10.02 -6.91 0.68
10 S -4.08 3.21 6.98
11 P 3.61 -2.97 0.96
12 F -4.51 5.44 -0.63
13 O -10.50 -6.10 1.84
14 O -5.21 4.03 6.45
15 O -7.24 -3.34 -0.42
16 O -1.94 3.85 -5.67
17 O 7.84 0.14 5.25
18 O 0.61 -1.46 -1.70
19 O 1.52 -2.39 -7.04
20 O -2.15 -1.35 0.02
21 O -1.02 -5.73 -2.43
22 O 4.21 -4.02 2.19
23 O 7.64 -1.06 -4.48
24 O 3.22 5.17 5.20
25 O -1.90 0.78 4.31
26 O 3.09 2.07 -6.48
27 N 5.04 -1.95 0.54
28 N 6.73 -1.98 5.14
29 C 5.74 -1.49 6.17
30 C -9.43 -8.49 1.33
31 C -5.05 -2.13 0.51
32 C -8.39 -6.28 0.23
33 C 2.44 -1.07 3.08
34 C 3.40 4.71 -6.70
35 C 0.96 -1.68 0.83
36 C -4.61 3.89 -5.76
37 C 7.87 0.85 -6.34
38 C -3.38 -6.94 -2.14
39 C -1.20 0.85 3.27
40 C -3.91 1.76 5.92
41 C 7.23 -0.52 2.94
42 C -0.14 -0.74 1.43
43 C 7.31 -0.76 4.54
44 C -2.57 -5.12 -0.34
45 C 1.49 6.82 6.37
46 C -2.02 1.08 0.76
47 C -3.91 4.25 -1.23
48 C -2.86 4.65 -2.38
49 C 3.84 -1.36 3.85
50 C 2.26 -1.83 1.71
51 C -3.15 3.34 -0.13
52 C -6.75 -3.31 2.21
53 C 1.66 -0.13 -8.44
54 C 3.55 7.80 4.96
55 C 5.74 -0.78 -6.33
56 C 2.58 1.93 4.60
57 C -4.70 2.31 8.42
58 C 3.48 -2.44 4.99
59 C 0.04 -0.01 2.82
60 C -3.17 3.96 -8.03
61 C 1.69 0.62 5.02
62 C 0.42 -2.27 -9.47
63 C 1.33 -0.11 3.67
64 C -2.92 4.08 1.25
65 C 3.64 2.36 5.73
66 C 0.67 -1.17 -4.18
67 C -1.52 -0.46 0.63
68 C 1.22 -2.02 -2.90
69 C -2.69 1.87 -0.39
70 C -2.25 3.28 2.40
71 C 0.75 -2.40 -0.59
72 C 1.35 3.70 -5.29
73 C 4.48 -2.48 6.25
74 C -1.84 1.82 2.14
75 H 4.09 7.80 5.91
76 H -0.43 -1.48 -4.33
77 H 1.95 0.48 -7.57
78 H 2.56 -0.51 -8.93
79 H 2.36 -1.91 -2.91
80 H 2.02 3.76 -4.43
81 H 2.16 6.87 7.23
82 H 1.30 -1.34 -5.12
83 H -5.44 3.52 -6.35
84 H -4.85 -1.60 -0.42
85 H -4.57 4.98 -5.81
86 H 4.63 2.63 5.19
87 H 8.65 1.38 -5.80
88 H -0.22 -3.03 -0.50
89 H -1.84 4.73 -1.87
90 H -4.53 -3.09 0.49
91 H 3.94 4.71 -5.76
92 H -4.92 3.03 9.21
93 H 5.01 -1.39 -5.79
94 H 1.08 0.49 -9.13
95 H -8.50 -5.27 -0.17
96 H -4.69 -1.53 1.35
97 H 0.61 2.92 -5.12
98 H -5.62 1.77 8.16
99 H 8.32 0.11 -7.00
100 H 2.82 5.63 -6.80
101 H 4.10 -0.33 4.33
102 H 4.73 -1.23 -0.14
103 H 3.96 -2.28 7.26
104 H -0.17 -3.18 -9.34
105 H -2.87 3.81 -3.16
106 H -6.34 -2.67 2.99
107 H -3.18 1.08 6.34
108 H 0.74 6.04 6.55
109 H -2.01 -4.21 -0.10
110 H 5.67 -2.59 0.03
111 H -3.61 -4.99 -0.07
112 H 6.29 -1.57 7.19
113 H 0.98 7.77 6.22
114 H -4.73 3.57 -4.73
115 H -7.77 -3.61 2.48
116 H -10.29 -9.04 1.71
117 H 3.80 1.53 6.52
118 H 0.93 -3.11 -3.09
119 H 1.85 2.76 4.29
120 H -2.14 -5.96 0.20
121 H 7.46 -2.54 5.62
122 H 5.46 -0.39 6.05
123 H -2.88 1.39 -1.42
124 H 8.27 -0.14 2.64
125 H -3.23 5.15 1.45
126 H 6.47 0.27 2.64
127 H -3.22 5.04 -7.93
128 H -0.12 -1.59 -10.13
129 H -2.90 -7.67 -1.48
130 H -2.06 3.72 3.45
131 H 4.88 -3.57 6.32
132 H 7.27 1.55 -6.91
133 H 1.57 -3.13 -0.88
134 H 4.11 4.64 -7.53
135 H -8.96 -9.06 0.53
136 H -4.40 -6.75 -1.80
137 H -4.88 1.26 5.81
138 H -3.15 5.68 -2.80
139 H -3.94 1.61 8.77
140 H 6.32 -1.42 -7.00
141 H 3.24 3.32 6.22
142 H 5.21 -0.02 -6.90
143 H 0.70 -0.07 -3.84
144 H -8.72 -8.32 2.15
145 H -2.28 3.68 -8.60
146 H 3.42 -3.48 4.52
147 H 4.26 7.72 4.14
148 H 0.84 4.66 -5.43
149 H -3.40 -7.32 -3.16
150 H 1.39 -2.53 -9.90
151 H -4.06 3.58 -8.55
152 H -3.57 2.09 4.94
153 H 7.07 -1.54 2.44
154 H -7.94 -6.92 -0.53
155 H 4.68 -1.66 3.16
156 H -7.74 -6.24 1.11
157 H 2.42 -2.24 5.42
158 H 2.43 -0.02 5.63
159 H -6.14 -4.20 2.08
160 H 3.10 1.61 3.61
161 H -4.82 3.65 -1.63
162 H 5.19 -4.12 2.14
163 H 2.97 8.73 4.86

LUMO: -1.030 eV
M: 1268.2 g mol⁻¹
HOMO: -7.964 eV
net charge: 0
frontier orbital gap: 6.9 eV

Here are the Löwdin charges for atoms 1 to 6, given in e: 0.635, 0.832, 0.811, 0.799, 0.804, 0.828

***

Record 5
The following is a quantum chemistry calculation of an isolated ion of composition ClHNO2S and charge -1, from OMol25.

Cartesian coordinates (Å):
1 Cl 3.06 -1.34 0.28
2 S 1.62 0.48 -0.22
3 O 1.49 0.36 -1.65
4 O 2.60 2.14 0.39
5 N 0.23 0.32 0.47
6 H 0.43 1.02 1.20

ΔE to the lowest compared entry with this formula, charge and spin: 1.133 eV
LUMO (alpha / beta): 4.167 / 2.483 eV
M: 114.5 g mol⁻¹
HOMO (alpha / beta): -3.707 / -5.304 eV
net charge: -1
spin multiplicity: 3
frontier orbital gap (alpha / beta): 7.9 / 7.8 eV

Atomic charges from the natural (NBO) analysis, expressed in e, are listed below: -0.583, 1.735, -0.937, -0.461, -1.098, 0.344